[1]
Formula: C30H25NO5
Source: the OMol25 dataset
Level of theory: the ωB97M-V functional and the def2-TZVPD basis

Summary:
F_max = 1.57 eV/A
Total energy = -43242.14403 eV

Geometry as XYZ:
```
61
Properties=species:S:1:pos:R:3:lowdin_charge:R:1
H -4.06 1.42 5.28 0.10
N -1.19 -2.07 -0.74 0.04
C -2.43 0.08 4.86 -0.09
C -3.59 -1.44 -3.49 -0.06
C 0.29 -3.86 -1.41 -0.03
C -1.69 -0.54 3.86 -0.06
H 4.64 1.55 -4.38 0.10
H 0.52 4.37 2.56 0.10
C -0.10 -2.88 -0.51 0.01
C -1.91 -0.25 2.51 -0.15
C -0.52 -4.14 -2.49 -0.02
C -1.84 -2.14 -1.99 -0.11
C 2.25 0.59 -0.40 -0.05
C -3.41 1.00 4.50 -0.09
C -1.17 -1.11 1.52 -0.37
C -3.55 1.40 3.17 -0.08
H 4.08 2.58 -0.84 0.09
H 3.28 2.68 -4.60 0.10
H -0.90 -1.25 4.11 0.12
O 1.94 1.87 -2.43 0.07
H 3.00 0.90 -4.64 0.10
C -2.76 0.82 2.17 -0.02
C 3.17 -0.27 -1.18 -0.42
H 0.13 3.39 4.83 0.11
C 1.17 0.62 3.20 -0.04
C -2.80 -1.21 -2.36 0.00
C 1.38 1.11 1.89 -0.18
O 0.17 1.53 -1.11 0.12
H 0.48 0.98 5.20 0.11
H -4.37 -0.74 -3.74 0.11
C 1.89 0.22 0.87 0.09
C 0.70 1.42 4.22 -0.08
C 1.36 1.36 -1.29 -0.41
H 1.20 -4.41 -1.21 0.12
C 0.48 2.78 4.01 -0.06
H 0.43 -2.73 0.41 0.11
C -2.36 -3.47 -3.96 -0.02
O 3.69 0.29 -2.32 0.07
H 2.13 -0.80 1.13 0.13
C 0.71 3.31 2.73 -0.07
H -2.96 -0.31 -1.77 0.11
H 3.91 3.69 -2.24 0.10
H -2.25 -0.20 5.89 0.10
C -1.56 -3.27 -2.80 -0.16
H -2.67 -0.79 0.04 0.10
H -0.38 -5.02 -3.11 0.12
H 5.25 2.52 -2.18 0.10
H -2.11 -4.33 -4.60 0.12
H 1.36 -0.43 3.38 0.11
C -1.68 -1.20 0.22 -0.03
C 1.18 2.50 1.69 0.00
C 3.58 1.71 -4.18 0.02
C 3.35 1.66 -2.67 -0.52
O -0.11 -1.67 1.90 -0.06
H -4.00 -2.77 -5.16 0.11
H -2.80 1.17 1.14 0.11
O 3.50 -1.40 -0.89 0.12
C -3.37 -2.59 -4.28 -0.07
H 1.41 2.93 0.71 0.12
H -4.29 2.16 2.90 0.10
C 4.19 2.67 -1.92 0.02
```


[2]
Formula: C22H28FMnN3O5Se2
Source: the OMol25 dataset
Level of theory: the ωB97M-V functional and the def2-TZVPD basis

Summary:
F_max = 0.73 eV/A
Total energy = -202704.46388 eV
Expectation value of S² = 8.975
Spin multiplicity = 6

Geometry as XYZ:
```
62
Properties=species:S:1:pos:R:3:lowdin_charge:R:1
C 0.88 0.08 -0.64 0.06
C -1.51 1.58 2.45 0.03
O -5.54 -6.11 -2.92 -0.05
O -1.72 -0.76 -0.27 -0.14
O -4.09 -0.61 1.22 -0.18
H -0.67 2.03 5.01 0.11
H -0.24 3.79 5.24 0.11
C 5.29 4.22 -0.30 -0.18
C -2.08 0.66 1.62 -0.02
H -3.16 -3.14 -3.76 0.14
O -4.10 0.96 2.78 0.06
N 6.21 3.26 0.29 -0.08
C 0.59 1.54 1.31 -0.13
C 1.34 2.56 4.25 -0.10
C 1.88 2.03 1.14 0.02
C -4.42 -5.32 -3.27 -0.24
H -6.26 -3.99 -1.72 0.06
H 2.13 3.26 4.49 0.10
C 6.42 2.12 -0.58 -0.17
N -0.21 1.99 2.35 0.01
H 1.63 1.52 4.24 0.11
O -2.64 -2.33 -1.95 -0.21
C 4.01 3.48 -0.68 -0.06
H 6.72 2.42 -1.60 0.12
C 0.06 0.57 0.42 -0.06
C -5.49 -3.38 -2.18 -0.51
C -3.51 0.32 1.92 -0.56
H 2.29 2.75 1.82 0.10
C -1.27 0.11 0.57 -0.26
H 4.82 1.10 -1.68 0.12
H 4.35 2.27 0.92 0.17
H -4.88 -5.42 -0.57 0.05
H 0.50 -0.66 -1.32 0.12
H 3.10 3.97 -0.36 0.13
C -3.93 -4.97 -0.87 -0.56
C -2.98 -3.48 -2.73 -0.17
H 7.21 1.50 -0.18 0.12
C 2.68 1.51 0.08 -0.17
C 0.30 2.98 3.26 -0.28
H 5.69 4.71 -1.20 0.12
C 2.15 0.56 -0.78 -0.23
H 5.07 5.00 0.43 0.12
H 3.93 3.27 -1.75 0.14
H -3.25 -5.80 -1.09 0.05
H -4.58 -4.84 -4.25 0.12
Se -5.56 -1.62 -1.31 0.73
C 5.12 1.30 -0.66 -0.07
Se -3.20 -4.05 0.71 0.55
H 0.39 3.97 2.83 0.15
N 4.01 2.11 -0.03 -0.06
H -2.12 -4.16 -2.73 0.14
H -5.79 -3.19 -3.21 0.06
C -0.06 2.87 4.71 -0.08
H -5.63 -6.82 -3.56 0.09
H 7.08 3.69 0.57 0.12
H -3.52 -5.94 -3.34 0.13
H -1.74 -2.03 -2.08 0.11
F 2.89 0.10 -1.82 0.05
H -2.09 2.01 3.24 0.14
H 5.15 0.37 -0.11 0.14
Mn -3.47 -1.74 -0.17 0.43
C -4.19 -4.23 -2.20 -0.55
```